ORCA calculation (ωB97M-V with the def2-TZVPD basis set) on 8 unconnected molecules or ions with the total composition C16H24N8.

```
48
C16H24N8 (ωB97M-V with the def2-TZVPD basis set)
C -0.02 -3.57 -3.87
C -0.84 -2.42 -3.44
N -1.50 -1.51 -3.03
H -0.55 -4.01 -4.72
H 0.15 -4.31 -3.09
H 0.98 -3.30 -4.21
C 3.38 2.38 -3.44
C 2.78 3.51 -2.79
N 2.22 4.42 -2.33
H 3.00 1.68 -2.71
H 4.47 2.46 -3.41
H 2.98 2.35 -4.46
C -0.34 0.28 0.17
C -0.46 -1.16 0.21
N -0.53 -2.29 0.29
H -1.01 0.70 -0.59
H 0.70 0.32 -0.15
H -0.57 0.62 1.18
C -6.09 2.85 1.68
C -6.39 3.16 3.04
N -6.66 3.35 4.16
H -5.64 3.76 1.26
H -6.96 2.67 1.06
H -5.26 2.16 1.83
C -1.00 3.04 3.54
C 0.36 3.25 4.10
N 1.39 3.38 4.59
H -1.36 2.06 3.86
H -0.93 3.06 2.45
H -1.72 3.84 3.73
C 5.19 2.90 0.86
C 6.53 3.48 0.96
N 7.61 4.00 0.97
H 5.02 2.01 0.25
H 4.61 3.73 0.46
H 4.93 2.76 1.91
C 2.28 -4.12 1.69
C 2.55 -4.12 0.27
N 2.76 -4.20 -0.90
H 3.19 -3.87 2.23
H 2.03 -5.15 1.94
H 1.48 -3.44 1.96
C -3.60 -4.23 -0.85
C -4.15 -5.02 -1.99
N -4.59 -5.64 -2.85
H -2.67 -4.53 -0.37
H -4.40 -4.02 -0.13
H -3.29 -3.31 -1.35
```

Properties
ΔE to the lowest compared entry with this formula, charge and spin   236.1 kJ/mol
2S+1   1
SMILES   CC#N.CC#N.CC#N.CC#N.CC#N.CC#N.CC#N.CC#N
Gap between HOMO and LUMO   11.12 eV
E_tot   -1061.9704 a.u.

***

ORCA calculation (ωB97M-V with the def2-TZVPD basis set) on a molecular structure, C15H33MgNO8S3.

```
61
C15H33MgNO8S3 (ωB97M-V with the def2-TZVPD basis set)
Mg -0.16 0.88 0.35
C 1.78 0.21 0.90
O 1.84 0.81 -0.25
O 0.88 -0.75 0.82
O 1.30 1.07 1.74
C 2.27 -0.25 4.41
C 1.79 0.41 5.64
N 1.44 0.92 6.61
H 2.98 -1.03 4.68
H 2.79 0.49 3.81
H 1.45 -0.65 3.81
C -2.58 3.10 -1.73
S -0.89 3.70 -1.33
O -0.48 2.77 -0.23
C 0.00 3.10 -2.82
H -3.12 3.70 -2.47
H -3.09 3.24 -0.78
H -2.60 2.06 -2.02
H -0.02 3.73 -3.69
H -0.45 2.12 -3.01
H 0.97 2.73 -2.48
C -2.75 -1.38 -2.43
S -1.14 -0.54 -2.46
O -1.04 0.27 -1.18
C -0.04 -1.94 -2.13
H -3.36 -0.69 -3.01
H -3.12 -1.56 -1.42
H -2.72 -2.34 -2.95
H 0.83 -1.60 -1.55
H 0.28 -2.46 -3.03
H -0.60 -2.68 -1.57
C -2.27 3.06 2.90
S -2.45 1.27 2.64
O -1.61 1.01 1.43
C -1.38 0.72 4.01
H -1.37 3.56 2.56
H -2.42 3.28 3.96
H -3.16 3.55 2.48
H -1.87 0.88 4.96
H -0.37 1.12 3.97
H -1.19 -0.35 3.87
C 2.90 0.24 -3.54
C 3.89 -0.87 -3.68
O 3.61 -2.04 -3.77
C 5.35 -0.40 -3.89
H 3.32 1.21 -3.25
H 2.08 -0.01 -2.87
H 2.58 0.52 -4.55
H 5.89 -1.27 -4.26
H 5.86 0.02 -3.03
H 5.29 0.32 -4.71
C -0.39 -3.74 0.98
C -1.83 -3.85 1.32
O -2.48 -4.86 1.12
C -2.49 -2.66 1.94
H 0.23 -3.87 1.88
H -0.19 -2.78 0.51
H -0.03 -4.46 0.25
H -3.50 -2.45 1.59
H -1.98 -1.69 1.91
H -2.50 -2.85 3.02
```

Properties
ΔE to the lowest compared entry with this formula, charge and spin   3.4 kJ/mol
2S+1   1
Gap between HOMO and LUMO   6.54 eV
E_tot   -2642.5758 a.u.

***

ORCA calculation (ωB97M-V with the def2-TZVPD basis set) on C5H6N2O in the gas phase.

```
14
C5H6N2O (ωB97M-V with the def2-TZVPD basis set)
C 0.28 1.14 1.96
C -0.34 2.07 1.02
C 0.22 0.03 -0.14
C 1.11 -0.81 -0.84
C 0.25 -1.74 -1.61
H -0.31 0.14 2.27
H 0.86 1.45 2.77
H -0.19 3.12 0.89
H -1.37 1.88 0.83
H 2.19 -0.61 -1.05
H 0.45 -2.51 -2.29
N 0.64 1.14 0.61
N -1.04 -1.58 -1.23
O -1.00 -0.56 -0.17
```

Properties
ΔE to the lowest compared entry with this formula, charge and spin   365.1 kJ/mol
2S+1   1
SMILES   c1cc(N2CC2)on1
Gap between HOMO and LUMO   10.30 eV
E_tot   -378.7319 a.u.

***

ORCA calculation (ωB97M-V with the def2-TZVPD basis set) on a molecular structure, C17H33BN6NiSi2.

```
60
C17H33BN6NiSi2 (ωB97M-V with the def2-TZVPD basis set)
H -1.43 -1.33 -3.81
N -1.02 0.24 -2.44
B -0.89 2.41 -1.22
N -1.41 1.56 -2.42
C -2.20 1.84 -3.48
Ni 0.83 0.52 1.12
H -2.61 2.83 -3.62
C -2.35 0.67 -4.23
H -2.90 0.53 -5.13
C -1.58 -0.30 -3.54
H -1.13 3.57 -1.37
C 1.87 1.34 2.40
H 2.78 1.72 1.92
H 2.11 0.65 3.22
H 1.27 2.18 2.80
N 0.64 2.17 -1.21
N -1.59 1.84 0.03
N 1.31 1.26 -0.39
N -1.06 0.90 0.90
C 1.52 2.70 -2.09
C -2.87 2.08 0.39
H 1.21 3.50 -2.75
H -3.43 2.85 -0.13
C 2.75 2.09 -1.91
C -3.20 1.25 1.45
C 2.59 1.16 -0.88
C -2.06 0.50 1.73
H 3.66 2.28 -2.46
H -4.15 1.22 1.95
H 3.29 0.45 -0.49
H -1.92 -0.29 2.46
H 0.04 -0.90 0.51
C -1.18 -2.82 -1.09
Si 0.66 -2.74 -0.71
C 1.41 -4.45 -0.58
C 1.50 -1.81 -2.09
C 0.78 -1.72 0.89
Si 0.29 -2.67 2.47
C 1.57 -3.97 2.97
C 0.07 -1.58 3.99
C -1.35 -3.57 2.20
H -1.31 -3.00 -2.16
H -1.67 -1.87 -0.85
H -1.68 -3.62 -0.53
H 1.68 -4.78 -1.60
H 2.32 -4.46 0.02
H 0.71 -5.19 -0.17
H 0.87 -0.95 -2.40
H 2.49 -1.43 -1.81
H 1.61 -2.47 -2.96
H 1.84 -1.38 0.91
H 2.60 -3.63 2.76
H 1.51 -4.15 4.06
H 1.43 -4.93 2.47
H -0.93 -1.14 4.04
H 0.19 -2.22 4.88
H 0.80 -0.77 4.07
H -2.05 -2.97 1.61
H -1.20 -4.54 1.70
H -1.82 -3.78 3.17
```

Properties
ΔE to the lowest compared entry with this formula, charge and spin   187.0 kJ/mol
2S+1   3
Expectation value of S²   2.01
Gap between HOMO and LUMO (spin up / spin down)   8.50 / 8.61 eV
E_tot   -3108.2973 a.u.

***

ORCA calculation (ωB97M-V with the def2-TZVPD basis set) on a molecular structure, C31H45IN4O6P3Ru.

```
91
C31H45IN4O6P3Ru (ωB97M-V with the def2-TZVPD basis set)
Ru -0.83 -0.13 0.14
O -4.32 6.62 -1.47
N -4.54 5.73 -0.69
O -5.55 5.59 -0.03
C -3.46 4.73 -0.48
C -2.20 5.20 -0.53
C -1.11 4.32 -0.22
C 0.21 4.79 -0.09
C 1.17 3.92 0.32
C 0.83 2.57 0.53
N -0.38 2.09 0.33
C -1.36 2.98 0.02
C -2.70 2.49 0.04
N -2.84 1.18 0.36
C -4.08 0.75 0.53
C -5.22 1.52 0.30
C -5.07 2.82 -0.09
C -3.77 3.36 -0.18
H -2.02 6.24 -0.74
H 0.44 5.84 -0.28
H 2.20 4.22 0.48
H 1.60 1.89 0.83
H -4.20 -0.26 0.88
H -6.20 1.08 0.43
H -5.94 3.44 -0.28
C -0.03 0.88 3.27
P -0.92 -0.41 2.38
C -2.49 -0.58 3.26
C -0.02 -1.94 2.72
C -0.63 -3.03 1.84
P -0.42 -2.54 0.10
C 1.25 -3.08 -0.25
C -1.37 -3.76 -0.85
H 0.08 0.60 4.32
H -0.56 1.83 3.21
H 0.95 1.00 2.82
H -2.24 -0.79 4.31
H -3.11 -1.38 2.87
H -3.06 0.35 3.21
H -0.05 -2.20 3.78
H 1.02 -1.74 2.45
H -1.69 -3.17 2.05
H -0.14 -4.00 2.01
H 1.25 -4.17 -0.19
H 1.95 -2.67 0.47
H 1.58 -2.77 -1.24
H -0.80 -4.69 -0.82
H -1.47 -3.45 -1.89
H -2.35 -3.93 -0.43
I -1.45 -0.11 -2.72
C -3.09 -1.28 -2.28
C -3.92 -1.73 -3.30
C -4.99 -2.53 -2.94
C -5.18 -2.85 -1.61
C -4.30 -2.35 -0.68
N -3.25 -1.56 -1.00
H -3.74 -1.46 -4.33
H -5.66 -2.91 -3.71
H -6.00 -3.48 -1.29
H -4.42 -2.58 0.37
C 3.84 0.14 2.78
C 4.32 -0.94 1.82
C 5.62 -0.55 1.14
C 4.44 -2.27 2.52
O 3.28 -1.19 0.78
P 2.64 -0.16 -0.23
O 3.24 1.18 -0.16
O 1.10 -0.20 0.11
O 2.82 -0.90 -1.60
C 3.29 -0.30 -2.87
C 3.10 -1.41 -3.89
C 2.44 0.91 -3.22
C 4.76 0.08 -2.75
H 4.52 0.21 3.62
H 2.85 -0.12 3.17
H 3.79 1.11 2.29
H 6.39 -0.43 1.90
H 5.52 0.38 0.59
H 5.93 -1.33 0.45
H 5.18 -2.20 3.33
H 4.77 -3.05 1.83
H 3.49 -2.58 2.96
H 2.05 -1.69 -3.97
H 3.68 -2.29 -3.60
H 3.45 -1.08 -4.87
H 1.41 0.60 -3.36
H 2.79 1.35 -4.16
H 2.50 1.68 -2.44
H 5.34 -0.77 -2.40
H 4.91 0.91 -2.06
H 5.13 0.37 -3.73
```

Properties
ΔE to the lowest compared entry with this formula, charge and spin   0.0 kJ/mol
2S+1   2
Expectation value of S²   0.76
Gap between HOMO and LUMO (spin up / spin down)   8.64 / 7.65 eV
Charge   +2
E_tot   -3295.0165 a.u.

***

ORCA calculation (ωB97M-V with the def2-TZVPD basis set) on a molecular structure, C30H22INO7PPbS.

```
64
C30H22INO7PPbS (ωB97M-V with the def2-TZVPD basis set)
Pb 0.37 -1.02 -0.25
O -0.19 0.08 -7.52
C -1.06 0.41 -6.69
O -2.22 0.81 -6.84
C -0.64 0.19 -5.22
C 0.53 -0.49 -4.91
C 0.85 -0.75 -3.59
N 0.08 -0.34 -2.58
C -1.04 0.35 -2.86
C -1.43 0.62 -4.16
C -1.84 0.80 -1.66
O -2.90 1.38 -1.81
O -1.31 0.50 -0.51
H 1.17 -0.82 -5.73
H 1.74 -1.30 -3.32
H -2.35 1.15 -4.35
I 2.11 0.30 2.16
C 1.47 -0.08 4.12
C 2.54 -0.53 4.87
C 2.45 -0.71 6.26
C 1.30 -0.38 6.89
C 0.17 0.06 6.16
C -1.00 0.40 6.89
C -2.13 0.80 6.25
C -2.14 0.81 4.85
C -1.05 0.48 4.08
P -1.34 0.43 2.24
C -1.80 2.19 2.02
C -3.10 2.67 2.02
C -3.36 4.02 1.85
C -2.31 4.91 1.67
C -1.00 4.44 1.68
C -0.75 3.09 1.85
C -2.89 -0.53 2.16
C -3.06 -1.65 2.99
C -4.12 -2.52 2.79
C -5.03 -2.30 1.77
C -4.86 -1.20 0.94
C -3.79 -0.33 1.12
C 0.19 0.16 4.73
H 3.48 -0.72 4.38
H 3.31 -1.07 6.81
H 1.21 -0.45 7.97
H -0.96 0.33 7.97
H -3.02 1.07 6.81
H -3.07 1.06 4.35
H -3.94 1.99 2.15
H -4.38 4.38 1.84
H -2.51 5.97 1.52
H -0.18 5.13 1.54
H 0.27 2.74 1.83
H -2.35 -1.84 3.79
H -4.22 -3.39 3.44
H -5.85 -2.98 1.61
H -5.55 -1.03 0.12
H -3.65 0.49 0.42
C 4.34 -1.20 -2.53
S 3.45 -1.27 -0.99
O 4.44 -1.42 0.06
O 2.50 -2.39 -1.11
O 2.66 -0.02 -0.88
H 5.38 -1.46 -2.32
H 4.28 -0.19 -2.92
H 3.90 -1.90 -3.22
```

Properties
2S+1   1
Gap between HOMO and LUMO   6.88 eV
Charge   -1
E_tot   -2968.1069 a.u.

***

ORCA calculation (ωB97M-V with the def2-TZVPD basis set) on a molecular structure, C26H17NO7PRu.

```
53
C26H17NO7PRu (ωB97M-V with the def2-TZVPD basis set)
Ru -0.98 -1.08 1.23
O -6.03 -2.52 -2.03
C -4.89 -2.28 -1.39
C -3.58 -2.54 -1.81
C -2.51 -2.27 -0.97
N -2.70 -1.63 0.17
C -3.93 -1.16 0.56
C -5.05 -1.56 -0.12
C -3.76 -0.41 1.88
O -4.74 -0.08 2.54
O -2.48 -0.32 2.21
C -1.05 -2.72 -1.14
O -0.60 -3.24 -2.12
O -0.35 -2.50 0.00
H -5.92 -2.99 -2.86
H -3.32 -2.90 -2.81
H -6.06 -1.34 0.34
O 1.21 -1.23 4.73
C 1.01 -1.04 3.54
O -0.23 -1.09 3.12
C 2.18 -0.72 2.66
C 3.41 -1.21 3.19
C 4.58 -0.89 2.53
C 4.59 -0.01 1.42
C 3.37 0.39 0.89
C 2.17 0.05 1.48
P 0.62 0.42 0.61
C 1.20 0.07 -1.09
C 0.82 0.93 -2.14
C 1.17 0.59 -3.46
C 1.74 -0.65 -3.73
C 2.14 -1.48 -2.70
C 1.95 -1.10 -1.35
C 0.40 2.24 0.54
C 1.44 3.16 0.11
C 1.04 4.44 -0.28
C -0.26 4.98 0.02
C -1.22 4.13 0.49
C -0.84 2.79 0.77
H 3.31 -1.79 4.11
H 5.59 -1.27 2.79
H 5.53 0.45 1.03
H 3.34 1.02 0.01
H 0.18 1.78 -1.88
H 0.94 1.33 -4.23
H 1.64 -1.08 -4.74
H 2.65 -2.43 -2.89
H 2.26 -1.74 -0.54
H 2.48 2.80 0.09
H 1.82 5.09 -0.68
H -0.38 6.05 -0.09
H -2.29 4.36 0.69
H -1.58 2.21 1.29
```

Properties
ΔE to the lowest compared entry with this formula, charge and spin   0.0 kJ/mol
2S+1   5
Expectation value of S²   6.02
Gap between HOMO and LUMO (spin up / spin down)   6.63 / 5.66 eV
Charge   +1
E_tot   -2018.3479 a.u.

***

ORCA calculation (ωB97M-V with the def2-TZVPD basis set) on 2 unconnected molecules or ions with the total composition C11H19NO2.

```
33
C11H19NO2 (ωB97M-V with the def2-TZVPD basis set)
C 1.35 0.34 0.08
C 2.69 0.37 0.04
C 0.50 -0.76 -0.39
C 3.43 1.58 0.52
C 3.55 -0.72 -0.51
C -1.55 -1.64 -1.43
C -1.59 1.79 -0.56
C -3.25 0.06 0.04
C -1.45 0.51 1.63
C -0.89 -0.62 -0.55
C -1.76 0.42 0.12
N -0.53 -2.53 1.41
O 1.02 -1.91 -0.62
O 0.35 -3.01 0.86
H 0.85 1.22 0.43
H 3.97 2.04 -0.31
H 2.76 2.32 0.96
H 4.17 1.29 1.27
H 4.60 -0.54 -0.29
H 3.26 -1.69 -0.11
H 3.42 -0.78 -1.59
H -2.06 -1.13 -2.25
H -2.30 -2.23 -0.90
H -0.80 -2.31 -1.84
H -1.99 2.58 0.09
H -2.15 1.82 -1.50
H -0.56 2.02 -0.78
H -3.60 -0.06 -0.98
H -3.45 -0.86 0.59
H -3.84 0.85 0.50
H -0.44 0.84 1.84
H -2.14 1.21 2.10
H -1.58 -0.47 2.09
```

Properties
ΔE to the lowest compared entry with this formula, charge and spin   538.8 kJ/mol
2S+1   1
Gap between HOMO and LUMO (spin up / spin down)   6.84 / 6.75 eV
E_tot   -635.6014 a.u.

***

Respective F_max values: 5.9; 9.9; 5.0; 6.8; 1.3; 0.8; 5.0; 3.7 eV Å⁻¹.